63
Properties=species:S:1:pos:R:3 method="wB97M-V/def2-TZVPD" charge=-2 de_lowest_kcal_mol=26.4 lumo_ha=0.135
C -4.956 -3.133 -3.117
C -4.154 -0.031 0.521
H -4.577 2.228 -2.457
C -3.627 3.714 -1.229
C -0.716 4.249 1.786
H 0.673 -0.568 -2.035
H 0.312 4.290 1.423
N 1.640 -0.633 0.366
C 3.853 -0.598 -3.196
S -1.598 -0.877 -3.126
H -0.608 2.221 2.540
H 6.653 -4.412 1.235
H 4.182 -4.589 1.314
N -5.902 -3.729 -2.813
H -3.837 4.707 -0.821
H -6.202 0.014 1.150
S -2.716 -2.711 -1.101
N 2.295 -0.532 1.416
H 5.616 -0.672 -1.966
C -3.857 -2.347 -3.535
C -5.278 0.555 1.358
C 1.760 -0.564 -2.018
C 5.917 -1.505 2.816
H -0.753 4.684 2.787
C 3.903 -2.724 2.304
N 3.821 -0.565 3.452
C -4.800 3.219 -2.061
H -2.240 2.772 2.150
H -4.998 3.895 -2.895
H 4.358 0.040 4.045
C 2.433 -0.594 -0.796
O -2.915 0.643 0.818
O -3.395 2.856 -0.122
H -5.041 0.460 2.419
C -1.196 2.811 1.841
C 4.513 -1.582 2.853
H 6.402 -0.630 3.238
C 2.467 -0.564 -3.208
H 7.751 -2.415 2.220
C 4.533 -0.632 -1.981
C 4.673 -3.721 1.736
C 6.671 -2.510 2.241
H 1.923 -0.551 -4.143
P -2.279 1.625 -0.298
C -2.789 -2.019 -2.670
S -0.041 -0.536 2.913
C -3.944 -1.879 -4.866
H -1.346 4.841 1.119
H 4.353 -0.681 0.159
H 2.827 -2.816 2.333
N 2.458 -0.443 3.693
H -5.694 3.150 -1.439
H 4.408 -0.618 -4.126
H -2.732 3.790 -1.857
N -4.063 -1.552 -5.971
O -1.038 2.207 0.544
C 1.656 -0.521 2.658
H -4.388 0.054 -0.544
C 3.837 -0.631 -0.789
Na -0.831 -0.841 0.179
H -5.418 1.611 1.123
H -4.017 -1.085 0.741
C 6.061 -3.629 1.691